A 4-piece molecular cluster, H10NO3 overall at a distorted geometry, computed with ωB97M-V with the def2-TZVPD basis set.

The orbital gap is 12.32 eV. The calculation puts the energy at -286.2319 Ha. For the maximum force, the calculation gives 4.52 eV/Å. The highest occupied orbital energy is -15.57 eV. The value obtained for the energy relative to the best compared isomer or geometry (same formula, charge and spin) is 88.1 kJ/mol.

```
! wB97M-V def2-TZVPD RIJCOSX def2/J DEFGRID3
* xyz 1 1
N 0.793 0.160 -0.290
H -0.151 0.219 -0.909
H 1.332 0.948 -0.551
H 0.649 0.314 0.706
H 1.182 -0.720 -0.404
H 0.319 -2.742 1.535
H 0.769 -3.413 0.157
O 0.989 -2.753 0.816
H -2.330 0.499 -2.378
H -1.645 1.527 -3.110
O -1.507 0.886 -2.406
H -0.903 1.671 2.375
H 0.591 1.884 2.536
O -0.090 1.520 1.923
*
```

Atom charges from the Löwdin analysis, given in e for atoms 1 to 2: 0.302, 0.187

C6H12N2PSYb as an isolated structure at a distorted geometry, computed with ωB97M-V with the def2-TZVPD basis set.

The orbital gap (alpha / beta) is 4.60 / 4.75 eV. The calculation puts the energy at -2243.3141 Ha. For the maximum force, the calculation gives 1.48 eV/Å. The highest occupied orbital energy (alpha / beta) is -4.92 / -5.08 eV. The value obtained for the energy relative to the best compared isomer or geometry (same formula, charge and spin) is 0.0 kJ/mol.

```
! wB97M-V def2-TZVPD RIJCOSX def2/J DEFGRID3
* xyz 0 2
C 0.045 -0.600 -1.862
C -0.576 0.092 -2.878
C -0.529 1.506 -2.894
C 0.230 2.181 -1.893
C 0.829 1.425 -0.916
Yb -1.041 0.449 -0.185
P 0.033 -2.182 0.508
H 0.227 -1.687 -2.006
H -1.117 -0.395 -3.713
H -0.963 2.037 -3.739
H 1.532 1.874 -0.192
H 0.314 3.279 -2.034
H 1.317 -2.356 1.111
H 0.126 -3.391 -0.256
H -0.742 -2.790 1.552
N 0.185 -1.084 4.334
C 0.119 0.125 3.742
N -0.466 1.097 4.470
S 0.679 0.431 2.157
H 0.103 -1.145 5.344
H 0.638 -1.837 3.827
H -0.452 2.016 4.041
H -0.471 0.985 5.481
*
```

Atom charges from the Löwdin analysis, given in e for atoms 1 to 2: -0.327, -0.346

A 5-piece molecular cluster, C31H41F13N2O10S overall at a distorted geometry, computed with ωB97M-V with the def2-TZVPD basis set.

The orbital gap is 9.61 eV. The calculation puts the energy at -3764.2184 Ha. For the maximum force, the calculation gives 1.18 eV/Å. The highest occupied orbital energy is -9.74 eV.

```
! wB97M-V def2-TZVPD RIJCOSX def2/J DEFGRID3
* xyz 0 1
C 2.175 1.684 4.165
C 1.719 2.096 2.993
C 1.498 1.221 1.755
C 1.677 2.140 0.594
N 1.970 2.800 -0.301
C 2.448 0.015 1.692
C 3.896 0.331 1.324
O 4.135 0.626 -0.030
C 3.903 -0.455 -0.904
C 4.251 0.009 -2.332
C -0.032 0.759 1.718
C -0.821 2.016 1.866
N -1.430 2.986 1.973
C -0.425 -0.133 2.912
C -0.040 -1.625 2.768
C -1.252 -2.580 2.820
S -2.094 -2.522 4.434
C -0.430 0.085 0.374
C -1.168 0.980 -0.603
O -2.325 1.230 -0.609
F -0.353 1.489 -1.558
H 2.478 2.424 4.895
H 2.288 0.644 4.446
H 1.502 3.150 2.861
H 2.031 -0.768 1.065
H 2.472 -0.406 2.699
H 4.297 1.140 1.933
H 4.489 -0.561 1.587
H 2.852 -0.763 -0.914
H 4.532 -1.305 -0.613
H 4.799 0.946 -2.266
H 3.328 0.186 -2.885
H 4.797 -0.755 -2.882
H -0.061 0.264 3.856
H -1.515 -0.093 2.985
H 0.489 -1.849 1.843
H 0.602 -1.907 3.604
H -0.863 -3.587 2.667
H -1.958 -2.380 2.014
H -1.095 -2.058 5.210
H -1.085 -0.769 0.536
H 0.446 -0.306 -0.146
C -0.223 5.650 0.116
C -0.732 6.761 -0.777
O 0.046 7.963 -0.612
C 1.178 8.021 -1.299
O 1.612 7.188 -2.036
C 1.864 9.373 -1.044
F 1.850 9.691 0.254
F 1.232 10.343 -1.715
F 3.129 9.345 -1.450
H -0.199 5.978 1.156
H -0.869 4.777 0.041
H 0.789 5.355 -0.162
H -1.749 7.034 -0.503
H -0.740 6.465 -1.826
C 0.860 -8.484 2.437
C 0.420 -7.264 1.656
O 1.270 -6.132 1.941
C 2.415 -6.071 1.278
O 2.828 -6.852 0.476
C 3.144 -4.775 1.661
F 3.111 -4.562 2.981
F 2.546 -3.730 1.065
F 4.414 -4.797 1.281
H 0.897 -8.260 3.503
H 0.162 -9.304 2.274
H 1.855 -8.810 2.134
H -0.580 -6.963 1.952
H 0.402 -7.456 0.584
C -0.895 3.322 -4.551
C -2.019 4.114 -3.919
O -2.012 5.484 -4.369
C -2.591 5.716 -5.537
O -3.114 4.912 -6.249
C -2.539 7.221 -5.846
F -1.334 7.732 -5.582
F -3.439 7.873 -5.098
F -2.817 7.450 -7.124
H 0.064 3.806 -4.363
H -0.868 2.317 -4.133
H -1.020 3.246 -5.631
H -1.888 4.161 -2.840
H -2.990 3.662 -4.115
C -3.657 -4.838 -1.888
C -4.437 -4.813 -0.592
O -4.672 -6.148 -0.102
C -3.684 -6.705 0.577
O -2.618 -6.218 0.822
C -4.108 -8.098 1.067
F -4.723 -8.786 0.105
F -4.946 -7.982 2.102
F -3.046 -8.793 1.466
H -4.164 -5.459 -2.627
H -3.559 -3.829 -2.288
H -2.659 -5.250 -1.739
H -5.425 -4.385 -0.748
H -3.934 -4.221 0.171
*
```

Atom charges from the Löwdin analysis, given in e for atoms 1 to 2: 0.049, -0.107

C23H32GeNO5Pb as an isolated structure, computed with ωB97M-V with the def2-TZVPD basis set.

The orbital gap is 8.80 eV. The calculation puts the energy at -3595.9521 Ha. For the maximum force, the calculation gives 0.33 eV/Å. The highest occupied orbital energy is -12.54 eV. The value obtained for the energy relative to the best compared isomer or geometry (same formula, charge and spin) is 252.8 kJ/mol.

```
! wB97M-V def2-TZVPD RIJCOSX def2/J DEFGRID3
* xyz 1 1
Pb 0.647 0.432 0.067
C -3.347 0.379 1.706
C -2.553 1.412 0.954
C -2.339 2.677 1.486
C -1.612 3.643 0.793
C -1.090 3.366 -0.460
C -1.313 2.112 -1.026
C -2.030 1.135 -0.315
H -4.384 0.703 1.817
H -2.944 0.234 2.710
H -3.341 -0.579 1.190
H -2.756 2.920 2.456
H -1.467 4.621 1.233
H -0.548 4.125 -1.010
H -1.030 1.920 -2.053
H -2.267 0.196 -0.802
O -1.413 -1.481 -2.346
C -1.817 -2.619 -2.422
C -2.029 -3.536 -1.280
C -2.619 -4.762 -1.558
C -2.916 -5.623 -0.524
C -2.647 -5.310 0.792
C -2.048 -4.091 1.079
C -1.743 -3.227 0.051
O -1.192 -1.992 0.392
N -3.559 -6.919 -0.838
O -3.808 -7.651 0.093
O -3.788 -7.152 -2.005
H -2.094 -3.050 -3.399
H -2.860 -5.046 -2.574
H -2.901 -6.013 1.572
H -1.807 -3.814 2.096
C 2.803 1.897 4.407
Ge 2.709 1.660 2.483
C 3.720 0.089 1.905
C 3.214 3.270 1.514
C 0.808 1.298 2.060
H 3.799 2.229 4.703
H 2.588 0.956 4.915
H 2.080 2.645 4.733
H 4.791 0.288 1.886
H 3.434 -0.239 0.901
H 3.542 -0.740 2.593
H 4.291 3.427 1.560
H 2.724 4.137 1.959
H 2.920 3.216 0.463
H 0.201 2.202 2.061
H 0.365 0.574 2.746
O 0.847 -2.558 -0.426
C 0.079 -1.735 -0.048
C 0.930 1.059 -3.677
C 1.755 1.826 -2.646
C 3.022 2.385 -3.298
C 2.165 0.937 -1.480
H 0.503 1.737 -4.417
H 0.121 0.484 -3.229
H 1.567 0.347 -4.207
H 1.180 2.679 -2.269
H 3.646 1.573 -3.679
H 3.614 2.968 -2.591
H 2.762 3.032 -4.137
H 2.931 1.392 -0.850
H 2.504 -0.047 -1.813
*
```

Atom charges from the Löwdin analysis, given in e for atoms 1 to 2: 1.541, -0.018

One molecule with the formula C6H12, computed with ωB97M-V with the def2-TZVPD basis set.

The orbital gap is 8.39 eV. The calculation puts the energy at -235.6721 Ha. For the maximum force, the calculation gives 0.36 eV/Å. The highest occupied orbital energy is -8.03 eV. The value obtained for the energy relative to the best compared isomer or geometry (same formula, charge and spin) is 383.6 kJ/mol.

```
! wB97M-V def2-TZVPD RIJCOSX def2/J DEFGRID3
* xyz 0 1
C -1.631 -1.011 1.098
C -0.182 -1.199 0.879
C -0.504 0.941 -1.321
C 0.684 -0.035 1.203
C 1.591 0.219 -0.026
C 0.769 0.080 -1.314
H -2.197 -1.391 0.236
H -1.853 -1.735 1.896
H -2.014 -0.017 1.388
H -1.130 0.702 -2.186
H -0.237 2.002 -1.364
H -1.137 0.820 -0.436
H 0.181 0.900 1.516
H 1.307 -0.372 2.046
H 2.415 -0.503 -0.032
H 2.036 1.220 0.040
H 0.533 -0.986 -1.440
H 1.370 0.364 -2.183
*
```

Atom charges from the Löwdin analysis, given in e for atoms 1 to 2: -0.178, -0.019

One molecule with the formula C5H7NO, computed with ωB97M-V with the def2-TZVPD basis set.

The orbital gap is 10.75 eV. The calculation puts the energy at -324.6543 Ha. For the maximum force, the calculation gives 0.58 eV/Å. The highest occupied orbital energy is -9.84 eV. The value obtained for the energy relative to the best compared isomer or geometry (same formula, charge and spin) is 184.2 kJ/mol.

```
! wB97M-V def2-TZVPD RIJCOSX def2/J DEFGRID3
* xyz 0 1
C -1.739 1.317 0.603
C -0.737 1.221 -0.059
C 0.500 1.023 -0.817
C 1.436 -0.062 -0.187
N 0.900 -0.708 0.992
C -0.087 -1.641 0.840
O -0.371 -2.172 -0.213
H -2.642 1.390 1.171
H 1.032 1.980 -0.883
H 0.234 0.728 -1.839
H 1.615 -0.851 -0.920
H 2.398 0.381 0.081
H 0.858 -0.159 1.838
H -0.601 -1.879 1.791
*
```

Atom charges from the Löwdin analysis, given in e for atoms 1 to 2: 0.112, -0.158